*P*
The following is a quantum chemistry calculation of one molecule with the formula C5H9NO, from the OMol25 dataset.

```
16
Properties=species:S:1:pos:R:3
N -2.00691 1.32673 -1.20633
C -1.08847 0.79469 -0.51367
C 0.35085 0.88144 -0.97368
C 1.34425 -0.04975 -0.26198
C 0.62698 -1.19675 0.43514
C -0.44707 -0.64545 1.34853
O -1.38184 0.19160 0.66873
H -2.90714 1.19821 -0.74101
H 0.32770 0.72418 -2.05341
H 0.65394 1.92360 -0.84266
H 1.91132 0.51366 0.48750
H 2.08233 -0.43720 -0.96975
H 0.17872 -1.87862 -0.29694
H 1.32776 -1.78267 1.03762
H 0.00381 -0.07393 2.17060
H -1.04315 -1.44775 1.79399
```

As for the HOMO-LUMO gap: 10.498 eV. The LUMO energy comes out at 0.91 eV. The molar mass comes out at 99.13 g/mol. As for the SMILES: [H]/N=C1/CCCCO1.



*Q*
The following is a quantum chemistry calculation of C5H9NO as an isolated structure, from the OMol25 dataset.

```
16
Properties=species:S:1:pos:R:3
C -1.74974 0.66509 1.16908
C -1.02572 -0.77074 0.08138
N -0.88707 0.92899 -0.34276
C 0.06101 -0.11691 -0.66308
C 1.42883 0.03832 -0.03841
C 2.41031 -0.98821 -0.54545
O 2.20555 -1.71864 -1.48641
H -0.99912 0.74823 1.95032
H -2.24715 1.64243 1.04848
H -2.52909 -0.03848 1.48057
H -1.80245 -1.12109 -0.61504
H -1.54809 1.07701 -1.10318
H 0.09346 -0.30623 -1.73557
H 1.36168 -0.04386 1.05382
H 1.84930 1.03276 -0.25231
H 3.37830 -1.02867 -0.00145
```

As for the HOMO-LUMO gap: 8.772 eV. The LUMO energy comes out at 0.98 eV. The molar mass comes out at 99.13 g/mol.



*R*
The following is a quantum chemistry calculation of one molecule with the formula C5H9NO, from the OMol25 dataset.

```
16
Properties=species:S:1:pos:R:3
C -1.75492 -0.95787 0.45759
C -0.99852 0.12142 -0.27618
C -0.98550 0.11050 -1.78312
C 1.81905 0.41613 0.99192
O 3.06678 0.84270 1.41211
C -0.20961 0.93932 0.37988
N 0.74284 1.45662 0.96980
H -1.39561 -1.93655 0.11236
H -1.58961 -0.90730 1.53775
H -2.83231 -0.91762 0.26867
H -1.98206 0.26696 -2.20768
H -0.62617 -0.86477 -2.13564
H -0.31683 0.87676 -2.18501
H 1.86120 -0.01483 -0.01644
H 1.48076 -0.34786 1.69646
H 3.58646 1.06565 0.63528
```

As for the HOMO-LUMO gap: 9.357 eV. The LUMO energy comes out at 0.77 eV. The molar mass comes out at 99.13 g/mol. As for the SMILES: CC(C)=C=NCO.



*S*
The following is a quantum chemistry calculation of one molecule with the formula C5H9NO, from the OMol25 dataset.

```
16
Properties=species:S:1:pos:R:3
N -0.34093 -0.33844 1.58480
C -1.15319 -0.66949 0.51200
C -1.41314 0.62897 -0.23352
C -0.00329 1.27675 -0.20169
C 0.80836 0.12586 0.41723
C 1.21242 -0.84804 -0.67622
O -1.26444 -1.78377 0.04542
H -0.15944 -1.20636 2.10831
H -1.76644 0.37377 -1.23025
H -2.12914 1.27082 0.27942
H 0.05692 2.13620 0.46467
H 0.29433 1.62204 -1.20444
H 1.99491 -0.14703 -1.01251
H 1.68971 0.36321 1.00566
H 1.65390 -1.79470 -0.34107
H 0.51942 -1.00979 -1.51783
```

As for the HOMO-LUMO gap: 10.549 eV. The LUMO energy comes out at 1.01 eV. The molar mass comes out at 99.13 g/mol. As for the SMILES: C[C@H]1CCC(=O)N1.



Energetically preferred structure: *P* | next structure: +92.0 kJ/mol